[1]
# C24H58ClN6O8

A 7-piece molecular cluster, C24H58ClN6O8 overall (ωB97M-V/def2-TZVPD, OMol25).

Kohn-Sham gap in hartree: 0.3251
Lowest unoccupied orbital energy in hartree: 0.093
E in eV: -63666.569
Energy relative to the best compared isomer or geometry (same formula, charge and spin) in kcal per mole: 0.0

ORCA input file:
```
! RIJCOSX wB97M-V def2-TZVPD def2/J DEFGRID3
* xyz -1 1
Cl -0.0599 -1.1398 -1.2665
O -1.0844 -2.1498 -1.1646
O -0.3717 -0.2073 -2.3375
O 0.0169 -0.3834 -0.0257
O 1.2016 -1.8023 -1.5439
C -0.3385 0.4124 3.0342
C -1.6221 1.2472 3.0494
N -1.9586 1.8979 4.3281
C -0.9307 2.8098 4.7714
C -0.7330 3.9766 3.8132
C -2.3478 1.0049 5.3970
C -3.6050 0.2113 5.1186
H -0.2495 -0.0996 2.0669
H -0.3593 -0.3500 3.8126
H 0.5760 1.0098 3.0975
H -1.5877 2.0602 2.3271
H -2.4600 0.6133 2.7851
H -1.2579 3.1778 5.7486
H 0.0384 2.2924 4.9132
H -1.6359 4.5668 3.6527
H -0.0264 4.6854 4.2670
H -0.3000 3.6455 2.8701
H -2.5227 1.6008 6.2928
H -1.5388 0.2822 5.6384
H -4.4844 0.8653 5.1219
H -3.7489 -0.5130 5.9262
H -3.6167 -0.3132 4.1697
C 2.6033 2.0868 -0.3789
C 2.7678 2.5581 1.0351
N 2.7335 3.9917 1.2000
C 2.6910 4.3505 2.6023
C 2.3185 5.7886 2.8307
C 3.6892 4.7424 0.4229
C 3.0241 5.7139 -0.5503
H 1.8022 2.6511 -0.8744
H 2.2228 1.0626 -0.3823
H 3.4754 2.1620 -1.0288
H 1.9100 2.1295 1.5592
H 3.6886 2.0978 1.4583
H 3.6328 4.0265 3.0980
H 1.8944 3.7678 3.0696
H 2.2648 5.9692 3.9139
H 1.3249 5.9848 2.4309
H 3.0248 6.5451 2.4814
H 4.4296 5.2310 1.0773
H 4.2989 4.0372 -0.1626
H 2.3109 6.3190 0.0102
H 3.7801 6.3706 -0.9823
H 2.5060 5.1478 -1.3127
C -3.7834 3.5161 -3.6587
O -4.2625 4.5761 -3.5265
N -2.9612 3.1808 -4.6605
C -2.1686 1.9795 -4.6307
C -2.8196 4.0249 -5.7984
H -3.9496 2.6828 -2.9645
H -2.2520 1.4719 -3.6743
H -1.1219 2.2609 -4.7905
H -2.4195 1.2632 -5.4217
H -3.3839 3.6214 -6.6375
H -3.1853 5.0134 -5.5485
H -1.7571 4.0955 -6.0384
C 1.5495 -4.4400 1.1978
O 1.6133 -5.6627 1.3250
N 2.3600 -3.5433 1.8336
C 2.1376 -2.1324 1.7004
C 3.4829 -3.9435 2.6413
H 0.8619 -3.9647 0.4803
H 1.2124 -1.9675 1.1615
H 2.9020 -1.6720 1.0542
H 2.1279 -1.5687 2.6324
H 3.4703 -5.0004 2.8870
H 4.4194 -3.7206 2.1057
H 3.5113 -3.3991 3.5900
C 0.4222 -4.6501 -3.9823
O -0.4297 -5.5208 -3.8101
N 1.0947 -4.4385 -5.1492
C 1.8698 -3.2531 -5.3623
C 0.8633 -5.2869 -6.2500
H 0.7324 -3.9711 -3.1752
H 1.7399 -2.5847 -4.5190
H 1.4340 -2.7045 -6.2144
H 2.9115 -3.4873 -5.5580
H 0.2561 -6.1189 -5.9436
H 0.4157 -4.7099 -7.0683
H 1.8222 -5.6657 -6.6321
C -3.2978 -5.0442 -2.1689
O -4.3422 -5.1927 -2.7308
N -3.0355 -5.4857 -0.9320
C -4.0386 -6.1077 -0.1475
C -1.7642 -5.3410 -0.2956
H -2.4702 -4.5146 -2.6460
H -3.7133 -7.1012 0.1704
H -4.9536 -6.1698 -0.7221
H -4.2044 -5.5041 0.7524
H -1.8840 -4.8693 0.6898
H -1.3371 -6.3283 -0.0722
H -1.0617 -4.7567 -0.8731
*
```

And the Mulliken charges, in e, turn out to be:
1. Cl 1.56
2. O -0.61
3. O -0.65
4. O -0.68
5. O -0.68
6. C 0.03
7. C -1.25
8. N 0.13
9. C -0.39
10. C -1.15
11. C -0.35
12. C -1.28
13. H -0.02
14. H 0.36
15. H 0.01
16. H 0.38
17. H 0.33
18. H 0.51
19. H 0.19
20. H 0.32
21. H 0.37
22. H 0.23
23. H 0.39
24. H 0.29
25. H 0.30
26. H 0.38
27. H 0.32
28. C -1.25
29. C 0.43
30. N 0.48
31. C 0.05
32. C -1.51
33. C -0.83
34. C -1.20
35. H 0.29
36. H 0.23
37. H 0.39
38. H -0.50
39. H 0.22
40. H 0.36
41. H -0.16
42. H 0.45
43. H 0.32
44. H 0.37
45. H 0.47
46. H 0.44
47. H 0.25
48. H 0.40
49. H 0.30
50. C 0.14
51. O -0.56
52. N 0.12
53. C -0.82
54. C -0.98
55. H 0.33
56. H 0.23
57. H 0.30
58. H 0.30
59. H 0.30
60. H 0.32
61. H 0.31
62. C 0.46
63. O -0.68
64. N 0.21
65. C -0.44
66. C -1.02
67. H 0.13
68. H -0.27
69. H 0.32
70. H 0.34
71. H 0.33
72. H 0.33
73. H 0.29
74. C 0.36
75. O -0.67
76. N 0.11
77. C -0.81
78. C -0.96
79. H 0.27
80. H 0.23
81. H 0.31
82. H 0.28
83. H 0.28
84. H 0.31
85. H 0.30
86. C 0.22
87. O -0.65
88. N 0.17
89. C -1.06
90. C -0.60
91. H 0.35
92. H 0.32
93. H 0.35
94. H 0.33
95. H 0.37
96. H 0.40
97. H -0.23

***

[2]
# C24H58O6Si2

C24H58O6Si2 as an isolated structure (ωB97M-V/def2-TZVPD, OMol25).

Kohn-Sham gap in hartree: 0.3830
Lowest unoccupied orbital energy in hartree: 0.027
E in eV: -53869.603

ORCA input file:
```
! RIJCOSX wB97M-V def2-TZVPD def2/J DEFGRID3
* xyz 0 1
C 4.1864 -0.3233 -0.4087
C 4.1072 -0.7621 -1.8644
C 2.9073 -0.2379 -2.6412
C 2.6616 1.2737 -2.4752
Si 1.4440 1.7451 -1.1384
O -0.1126 1.7845 -1.7317
Si -0.9669 3.2183 -1.8111
C -2.1077 3.4153 -0.3443
C -2.8835 2.1582 0.0338
C -3.8011 1.6615 -1.0835
C -5.0192 0.8984 -0.5822
C -4.7116 -0.5462 -0.1753
C -5.6792 -1.5784 -0.7278
O -5.8985 -1.4265 -2.1274
C -7.2092 -1.2789 -2.4913
C -7.8616 -2.5133 -3.0437
O -7.7979 -0.1962 -2.4106
H 5.1164 -0.6463 0.0461
H 3.3714 -0.7189 0.1870
H 4.1614 0.7602 -0.3392
H 5.0151 -0.4439 -2.3719
H 4.1178 -1.8490 -1.8838
H 2.0164 -0.8199 -2.4147
H 3.1020 -0.4269 -3.6940
H 3.6145 1.7770 -2.3419
H 2.2353 1.6496 -3.4032
H 1.7949 3.0944 -0.6261
H 1.5022 0.8291 0.0204
H -0.0866 4.3979 -1.9334
H -1.7738 3.1627 -3.0530
H -1.5392 3.7924 0.5025
H -2.8212 4.1958 -0.6060
H -2.2073 1.3702 0.3555
H -3.5140 2.3978 0.8879
H -4.1570 2.5352 -1.6291
H -3.2497 1.0690 -1.8096
H -5.7958 0.9399 -1.3352
H -5.4072 1.4226 0.2880
H -4.7909 -0.6311 0.9066
H -3.6882 -0.8158 -0.4175
H -5.2774 -2.5681 -0.5267
H -6.6154 -1.5055 -0.1781
H -7.7637 -3.3585 -2.3720
H -8.9106 -2.2987 -3.1891
H -7.4254 -2.7685 -4.0025
C 3.5466 -0.9303 4.3337
C 4.5492 -1.7569 3.5467
O 5.6302 -1.0087 3.0264
C 6.4467 -0.3483 3.9740
C 7.1268 -1.2806 4.9623
H 3.1751 -0.1031 3.7276
H 2.7023 -1.5519 4.6327
H 3.9845 -0.5099 5.2402
H 4.0567 -2.1886 2.6751
H 4.9155 -2.5963 4.1491
H 5.8747 0.4224 4.5034
H 7.2028 0.1707 3.3852
H 6.4078 -1.7930 5.6032
H 7.7994 -0.7147 5.6071
H 7.7054 -2.0398 4.4348
C 4.8355 -5.1326 -2.2960
C 3.4933 -4.8291 -2.9403
O 3.5732 -4.5086 -4.3151
C 4.1060 -5.5137 -5.1559
C 3.3137 -6.8101 -5.1512
H 5.5285 -4.3043 -2.4501
H 4.7096 -5.2889 -1.2244
H 5.2941 -6.0319 -2.7095
H 3.0586 -3.9501 -2.4635
H 2.7898 -5.6535 -2.7768
H 5.1568 -5.7045 -4.9089
H 4.0922 -5.0833 -6.1570
H 3.3343 -7.2991 -4.1762
H 3.7324 -7.5059 -5.8785
H 2.2711 -6.6210 -5.4089
C -4.6536 6.9383 2.9887
C -4.7133 5.5166 2.4567
O -3.5236 4.7770 2.6531
C -3.1175 4.5921 3.9952
C -4.1283 3.8468 4.8502
H -3.8046 7.4713 2.5592
H -5.5685 7.4721 2.7313
H -4.5501 6.9649 4.0744
H -4.8590 5.5396 1.3765
H -5.5727 4.9828 2.8782
H -2.8584 5.5529 4.4547
H -2.1956 4.0133 3.9361
H -5.0556 4.4084 4.9712
H -3.7176 3.6689 5.8443
H -4.3758 2.8857 4.3975
*
```

And the Mulliken charges, in e, turn out to be:
1. C -1.09
2. C -0.04
3. C -0.65
4. C -0.86
5. Si 0.38
6. O -0.11
7. Si 0.35
8. C -0.73
9. C -0.25
10. C -0.87
11. C -0.53
12. C -0.76
13. C -0.60
14. O -0.30
15. C 0.72
16. C -1.03
17. O -0.55
18. H 0.44
19. H 0.22
20. H 0.23
21. H 0.33
22. H -0.10
23. H 0.33
24. H 0.36
25. H 0.46
26. H 0.42
27. H -0.20
28. H -0.17
29. H -0.21
30. H -0.20
31. H 0.38
32. H 0.31
33. H 0.21
34. H 0.34
35. H 0.47
36. H 0.28
37. H 0.34
38. H 0.34
39. H 0.28
40. H 0.40
41. H 0.32
42. H 0.41
43. H 0.31
44. H 0.35
45. H 0.29
46. C -1.10
47. C -0.34
48. O -0.37
49. C -0.37
50. C -1.04
51. H 0.29
52. H 0.40
53. H 0.28
54. H 0.36
55. H 0.32
56. H 0.31
57. H 0.33
58. H 0.26
59. H 0.38
60. H 0.30
61. C -1.16
62. C -0.31
63. O -0.40
64. C -0.34
65. C -1.02
66. H 0.29
67. H 0.38
68. H 0.37
69. H 0.29
70. H 0.31
71. H 0.30
72. H 0.33
73. H 0.26
74. H 0.39
75. H 0.29
76. C -1.16
77. C -0.32
78. O -0.37
79. C -0.34
80. C -1.10
81. H 0.31
82. H 0.40
83. H 0.28
84. H 0.32
85. H 0.35
86. H 0.32
87. H 0.34
88. H 0.28
89. H 0.40
90. H 0.29

***

[3]
# C24H58P2Si4TcTe

C24H58P2Si4TcTe as an isolated structure (ωB97M-V/def2-TZVPD, OMol25).

Kohn-Sham gap (alpha / beta) in hartree: 0.1876 / 0.1633
Lowest unoccupied orbital energy (alpha / beta) in hartree: -0.253 / -0.316
E in eV: -85388.598
Expectation value of S²: 3.874
Energy relative to the best compared isomer or geometry (same formula, charge and spin) in kcal per mole: 37.9

ORCA input file:
```
! RIJCOSX wB97M-V def2-TZVPD def2/J DEFGRID3
* xyz 2 4
P -0.5076 3.7452 -2.4909
P 0.6144 1.6303 -3.9815
C 0.4653 4.3800 -3.8720
C 0.4882 3.2701 -4.9126
H 1.4477 4.6418 -3.4678
H -0.0546 5.2823 -4.2391
H -0.3689 3.1862 -5.5860
H 1.3879 3.3250 -5.5197
C 2.5148 1.8151 -4.2671
H 3.1560 1.0151 -3.8732
H 2.9375 2.7832 -3.9624
H 2.6660 1.7769 -5.3619
C 0.6348 0.3545 -5.2722
H 1.1997 0.7632 -6.1245
H -0.3628 0.1117 -5.6315
H 1.1627 -0.5348 -4.9067
C -0.4543 4.9586 -1.2251
H -1.2280 4.7321 -0.4825
H -0.6346 5.9099 -1.7540
H 0.5564 4.8808 -0.7920
C -2.0640 3.7151 -3.4608
H -2.0054 3.9974 -4.5287
H -2.7455 4.3649 -2.8817
H -2.5323 2.6341 -3.4301
Tc -1.1989 1.7378 -2.6446
C 3.6929 -0.4431 -2.4792
C 4.4429 0.2780 -1.4371
C 5.3093 1.5011 -1.7995
C 5.0800 2.5021 -0.6366
C 3.7314 2.0732 -0.1249
C 3.3355 0.8839 -0.5948
C 1.9999 0.3513 -0.9843
C 2.3068 -0.7717 -2.0624
C -2.8584 2.0484 -1.3047
H 4.1719 -0.8767 -3.3586
H 5.0086 -0.4479 -0.8605
H 4.9095 1.9526 -2.7076
H 6.3090 1.1651 -1.9146
H 5.8578 2.3034 0.1377
H 5.1843 3.5546 -0.9470
H 3.2140 2.7151 0.5781
H -0.7771 1.8873 -1.0789
H 1.3822 1.1172 -1.4810
H 1.4162 0.0177 -0.1103
H 2.2538 -1.7510 -1.5602
H 1.5457 -0.8584 -2.8456
H -3.8059 1.6966 -1.8049
H -2.9540 3.1347 -1.0906
H -2.7987 1.4875 -0.3390
C -3.5967 -3.6766 0.4314
Si -2.1332 -3.8777 1.6000
C -2.6881 -4.9569 3.0481
C -0.7703 -4.7978 0.6818
Si -1.2848 -1.7206 2.0490
Te -1.3225 -0.6282 -0.2167
Si -2.8288 -0.8046 3.5976
C -3.3762 -1.8557 5.0728
C -2.0440 0.7707 4.2691
C -4.3763 -0.3843 2.6090
Si 0.4317 -2.3413 3.6318
C -0.1158 -3.3398 5.1535
C 1.7642 -3.3782 2.7978
C 1.2763 -0.8028 4.3202
H -3.6701 -4.5899 -0.1779
H -3.4607 -2.8189 -0.2395
H -4.5390 -3.5531 0.9810
H -3.2065 -5.8348 2.6284
H -1.8448 -5.3347 3.6402
H -3.3906 -4.4593 3.7269
H -0.1771 -4.1277 0.0435
H -0.0850 -5.3192 1.3654
H -1.2455 -5.5505 0.0314
H -2.5546 -2.1402 5.7402
H -4.0826 -1.2504 5.6634
H -3.9042 -2.7690 4.7736
H -1.5197 1.3260 3.4792
H -2.8442 1.4157 4.6650
H -1.3312 0.5737 5.0815
H -4.1399 0.2482 1.7446
H -4.8906 -1.2831 2.2437
H -5.0670 0.1654 3.2665
H -0.8773 -4.1022 4.9520
H 0.7721 -3.8602 5.5518
H -0.4911 -2.6890 5.9559
H 2.0007 -3.0123 1.7884
H 2.6818 -3.3039 3.4064
H 1.4912 -4.4410 2.7239
H 1.3544 -0.0065 3.5695
H 0.7575 -0.4012 5.2005
H 2.2962 -1.0855 4.6243
*
```

And the Mulliken charges, in e, turn out to be:
1. P 1.17
2. P 0.77
3. C -1.15
4. C -0.99
5. H 0.42
6. H 0.58
7. H 0.45
8. H 0.65
9. C -1.01
10. H -0.13
11. H 0.37
12. H 0.61
13. C -1.22
14. H 0.44
15. H 0.49
16. H 0.33
17. C -1.24
18. H 0.40
19. H 0.45
20. H 0.38
21. C -1.32
22. H 0.49
23. H 0.50
24. H 0.29
25. Tc -0.85
26. C -1.50
27. C 0.51
28. C -0.84
29. C -0.69
30. C -0.78
31. C -0.28
32. C 1.87
33. C -0.21
34. C -1.05
35. H 0.50
36. H 0.49
37. H 0.13
38. H 0.46
39. H 0.29
40. H 0.39
41. H 0.54
42. H 0.11
43. H -0.99
44. H -0.39
45. H 0.45
46. H 0.09
47. H 0.37
48. H 0.28
49. H 0.19
50. C -1.07
51. Si 0.35
52. C -0.95
53. C -0.97
54. Si 0.19
55. Te 0.47
56. Si 0.36
57. C -0.98
58. C -1.03
59. C -0.95
60. Si 0.51
61. C -1.12
62. C -1.07
63. C -1.17
64. H 0.36
65. H 0.28
66. H 0.29
67. H 0.40
68. H 0.35
69. H 0.21
70. H 0.20
71. H 0.28
72. H 0.39
73. H 0.27
74. H 0.40
75. H 0.28
76. H 0.30
77. H 0.39
78. H 0.28
79. H 0.23
80. H 0.27
81. H 0.39
82. H 0.27
83. H 0.37
84. H 0.37
85. H 0.25
86. H 0.43
87. H 0.31
88. H 0.33
89. H 0.33
90. H 0.41

***

[4]
# C24H59B2IN3O16S3

A 4-piece molecular cluster, C24H59B2IN3O16S3 overall (ωB97M-V/def2-TZVPD, OMol25).

Kohn-Sham gap in hartree: 0.3566
Lowest unoccupied orbital energy in hartree: -0.089
E in eV: -105029.017

ORCA input file:
```
! RIJCOSX wB97M-V def2-TZVPD def2/J DEFGRID3
* xyz 1 1
C -2.2549 2.5232 -4.5163
O -2.1127 1.4895 -3.5523
C -2.6937 1.7632 -2.3051
C -1.5893 1.7446 -1.2267
C -0.8328 0.4045 -1.1910
C -1.6338 -0.8990 -1.0305
O -2.8304 -0.7369 -0.2760
C -1.8290 -1.6182 -2.3847
N -2.9820 -2.5126 -2.3673
C -0.5390 2.8132 -1.5761
C -0.9898 4.2387 -1.2731
C -0.0942 5.2971 -1.9356
B -0.7851 6.7248 -2.0898
O -1.1323 7.2020 -3.3353
O -1.0514 7.5264 -1.0187
C -1.1484 4.3887 0.2702
B 0.1028 5.1354 0.9837
N 1.3956 4.5155 1.1514
O -0.0070 6.4131 1.4332
C -1.3174 3.0326 0.9556
C -1.7540 3.1067 2.4166
O -2.7385 4.0960 2.6377
O -2.3783 4.7452 3.8720
N -2.1569 2.0095 0.1971
C -3.6476 2.1685 0.3575
C -4.2267 3.5251 -0.0507
C -5.5408 3.3743 -0.8214
I -5.8384 5.0499 -2.1084
H -1.8996 2.1249 -5.4630
H -3.3014 2.8213 -4.6252
H -1.6515 3.4003 -4.2545
H -3.2097 2.7266 -2.3254
H -3.4564 1.0054 -2.1105
H -0.2595 0.3736 -2.1194
H -0.1029 0.4844 -0.3752
H -1.0187 -1.5662 -0.4214
H -3.5854 -0.7791 -0.8756
H -1.8609 -0.9079 -3.2157
H -0.9287 -2.2165 -2.5323
H -3.7409 -2.1406 -2.9233
H -2.7580 -3.4117 -2.7685
H -0.2732 2.6820 -2.6236
H 0.3789 2.6168 -1.0124
H -1.9784 4.3517 -1.7359
H 0.8909 5.3479 -1.4590
H 0.1039 4.9674 -2.9631
H -1.3437 6.5079 -3.9705
H -1.7757 8.1376 -1.2190
H -2.0315 4.9950 0.4739
H 1.5403 3.6598 0.6324
H 1.6711 4.3567 2.1119
H -0.8818 6.6785 1.7351
H -0.3323 2.5623 0.9947
H -2.1591 2.1369 2.7356
H -0.8899 3.3003 3.0523
H -2.7220 5.6371 3.7118
H -1.9650 1.1276 0.6753
H -3.8672 1.9644 1.4044
H -4.1245 1.3624 -0.1858
H -3.5331 4.0750 -0.6751
H -4.4181 4.1393 0.8274
H -5.5570 2.4968 -1.4631
H -6.4037 3.3705 -0.1627
O -0.4964 -3.9979 1.4501
S 0.4037 -3.3799 2.3752
O 1.8137 -3.4367 2.1418
O 0.0872 -3.8728 3.8361
C 0.0523 -5.3126 4.0805
C 1.4355 -5.9111 4.1943
C -0.0642 -1.6973 2.6181
H -0.5400 -5.7834 3.2959
H -0.4959 -5.4027 5.0148
H 1.9627 -5.8870 3.2419
H 1.3487 -6.9494 4.5145
H 2.0336 -5.3686 4.9265
H -1.1308 -1.6580 2.8256
H 0.1689 -1.1703 1.6939
H 0.5104 -1.2871 3.4448
O 1.2685 -3.2481 -5.2105
S 2.3083 -4.2201 -5.3958
O 2.3173 -5.0166 -6.5805
O 2.3566 -5.1560 -4.1172
C 1.1205 -5.7918 -3.7007
C 0.7657 -6.9905 -4.5518
C 3.8811 -3.4669 -5.1811
H 0.3261 -5.0440 -3.6996
H 1.3085 -6.0823 -2.6694
H 0.5063 -6.6978 -5.5676
H -0.0876 -7.5058 -4.1097
H 1.6054 -7.6825 -4.6048
H 3.8720 -2.8885 -4.2620
H 4.0360 -2.8223 -6.0436
H 4.6363 -4.2473 -5.1498
O 5.0455 -4.0662 6.1382
S 6.0387 -3.1312 5.7004
O 6.2866 -1.9605 6.4826
O 5.7069 -2.7087 4.2035
C 4.3562 -2.2558 3.9506
C 4.1293 -0.8288 4.4083
C 7.5542 -3.9569 5.3789
H 3.6509 -2.9433 4.4170
H 4.2293 -2.3332 2.8739
H 4.1705 -0.7422 5.4927
H 3.1454 -0.4963 4.0709
H 4.8895 -0.1673 3.9927
H 7.3549 -4.8250 4.7574
H 7.9533 -4.2568 6.3453
H 8.2295 -3.2621 4.8873
*
```

Atom charges from the Mulliken analysis, given in e for atoms 1 to 99:
1. C -0.53
2. O -0.35
3. C -1.40
4. C 2.20
5. C -2.62
6. C 0.04
7. O -0.55
8. C -0.71
9. N -0.58
10. C -2.96
11. C 1.21
12. C -1.77
13. B 0.87
14. O -0.61
15. O -0.52
16. C -0.28
17. B 1.12
18. N -0.62
19. O -0.57
20. C 0.10
21. C -1.81
22. O -0.06
23. O -0.45
24. N 0.08
25. C -1.23
26. C 0.30
27. C -1.36
28. I 0.03
29. H 0.32
30. H 0.29
31. H 0.09
32. H 0.45
33. H 0.52
34. H 0.63
35. H 0.42
36. H 0.16
37. H 0.43
38. H 0.24
39. H 0.50
40. H 0.22
41. H 0.26
42. H 1.23
43. H 0.26
44. H 0.53
45. H 0.25
46. H 0.28
47. H 0.31
48. H 0.29
49. H 0.19
50. H 0.26
51. H 0.27
52. H 0.28
53. H 0.38
54. H 0.59
55. H 0.54
56. H 0.31
57. H 0.79
58. H 0.68
59. H 0.98
60. H -0.48
61. H 0.50
62. H 0.44
63. H 0.57
64. O -0.69
65. S 1.22
66. O -0.62
67. O -0.27
68. C -0.40
69. C -0.93
70. C -0.86
71. H 0.36
72. H 0.29
73. H 0.28
74. H 0.40
75. H 0.23
76. H 0.40
77. H 0.07
78. H 0.51
79. O -0.60
80. S 1.20
81. O -0.61
82. O -0.29
83. C -0.08
84. C -1.07
85. C -0.94
86. H 0.12
87. H 0.29
88. H 0.31
89. H 0.40
90. H 0.27
91. H 0.30
92. H 0.38
93. H 0.33
94. O -0.63
95. S 1.27
96. O -0.62
97. O -0.31
98. C -0.10
99. C -0.98

***

Question: What is the formula in the second record?
Answer: C24H58O6Si2